A.
{"formula": "C4H7NO3", "method": "ωB97M-V/def2-TZVPD", "spin_multiplicity": 1, "orbital_gap_ha": 0.344, "lumo_ev": 0.15, "charge": 0, "symbols": ["C", "C", "N", "C", "C", "O", "O", "O", "H", "H", "H", "H", "H", "H", "H"], "positions_angstrom": [[-0.0568, -0.3309, 0.4418], [-1.2640, 0.4111, -0.3526], [0.1761, 0.2392, 1.7296], [0.8943, 0.1675, -0.5612], [2.0826, 0.6453, -0.7896], [-0.3318, -1.7028, 0.4775], [-1.8124, -0.4781, -1.2586], [-1.9153, 1.2873, 0.2088], [-0.0797, -2.1682, -0.3323], [-2.4409, -1.1210, -0.8980], [-0.4539, 1.0186, 1.9023], [0.0724, -0.4377, 2.4766], [-0.0677, 0.8413, -1.2763], [2.8671, 0.4627, -0.0649], [2.3300, 1.1657, -1.7032]]}

B.
{"formula": "C4H7NO3", "method": "ωB97M-V/def2-TZVPD", "spin_multiplicity": 1, "orbital_gap_ha": 0.379, "lumo_ev": 0.54, "charge": 0, "symbols": ["C", "C", "O", "N", "C", "C", "O", "O", "H", "H", "H", "H", "H", "H", "H"], "positions_angstrom": [[0.6640, 2.3881, 0.5159], [0.2533, 1.0231, 0.0680], [1.3105, 0.1973, -0.0677], [-0.9636, 0.6428, 0.0893], [-1.3095, -0.6606, -0.4456], [-0.5114, -1.7816, 0.1938], [-0.6612, -2.2397, 1.2963], [0.3739, -2.3921, -0.7483], [1.7385, 2.5251, 0.3279], [0.0924, 3.1490, -0.0233], [0.5029, 2.4973, 1.5974], [1.1817, -0.6338, -0.6772], [-2.3696, -0.8585, -0.2544], [-1.1342, -0.7186, -1.5353], [0.8323, -3.1377, -0.3368]]}

List of relative energies, unit eV: A 3.696; B 0.000